132
Properties=species:S:1:pos:R:3:lowdin_charge:R:1 method="wB97M-V/def2-TZVPD" lumo_ev="-1.9 / -3.4" homo_ev="-9.54 / -9.54" fmax_ev_per_a=4.066 charge=+1 orbital_gap_ev="7.65 / 6.11" multiplicity=3
Pd 0.58 1.09 3.49 1.05
C -1.52 -1.04 1.40 -0.06
C -0.17 -0.61 0.81 -0.53
C -0.22 -0.45 -0.70 -0.02
O 0.41 0.52 1.40 -0.28
H -1.42 -1.26 2.47 0.03
H -1.92 -1.96 0.96 0.07
H -2.29 -0.27 1.35 0.06
H 0.54 -1.40 1.11 0.08
H -0.73 -1.29 -1.19 0.05
H 0.77 -0.45 -1.16 0.07
H -0.83 0.42 -0.96 0.08
C -2.24 1.66 -6.19 -0.26
S -1.60 0.09 -5.55 0.84
O -0.10 0.26 -5.64 -0.57
C -1.97 0.21 -3.76 -0.25
H -3.29 1.78 -5.89 0.05
H -2.30 1.57 -7.27 0.05
H -1.66 2.52 -5.86 0.05
H -3.01 0.55 -3.67 0.04
H -1.30 0.90 -3.26 0.05
H -1.87 -0.78 -3.33 0.00
C 3.72 3.50 4.61 -0.24
S 3.33 3.27 2.85 0.85
O 1.99 2.60 2.63 -0.63
C 3.30 5.01 2.31 -0.20
H 4.77 3.79 4.67 0.06
H 3.59 2.57 5.15 0.04
H 3.09 4.30 4.99 0.06
H 4.32 5.34 2.50 0.06
H 2.56 5.54 2.89 0.06
H 3.12 4.95 1.24 0.04
C -3.62 2.12 5.81 -0.23
S -2.87 1.42 4.31 0.89
O -1.44 0.96 4.59 -0.64
C -3.92 -0.07 4.13 -0.23
H -2.93 2.93 6.08 0.05
H -3.75 1.42 6.63 0.06
H -4.54 2.62 5.51 0.06
H -3.40 -0.72 3.42 0.02
H -4.88 0.18 3.68 0.05
H -4.06 -0.56 5.09 0.06
C 5.24 -0.44 3.93 -0.22
S 3.51 -0.91 3.58 0.91
O 2.64 0.30 3.81 -0.64
C 3.75 -0.99 1.78 -0.21
H 5.42 0.63 3.78 0.05
H 5.92 -1.08 3.38 0.06
H 5.33 -0.52 5.01 0.05
H 4.63 -1.52 1.43 0.06
H 3.64 0.02 1.38 0.07
H 2.92 -1.61 1.43 0.00
C 0.57 -2.80 -4.29 -0.25
S 2.31 -3.05 -3.85 0.86
O 3.01 -3.21 -5.15 -0.53
C 2.50 -1.30 -3.36 -0.28
H 0.04 -2.27 -3.50 0.03
H 0.14 -3.79 -4.42 0.03
H 0.49 -2.22 -5.20 0.05
H 3.57 -1.07 -3.30 0.04
H 2.03 -1.14 -2.39 0.04
H 2.04 -0.71 -4.15 0.08
C 1.45 -3.09 5.49 -0.25
S -0.09 -2.22 5.14 0.90
O 0.29 -1.17 4.10 -0.64
C -0.94 -3.49 4.17 -0.24
H 1.89 -3.39 4.54 0.05
H 1.28 -3.97 6.11 0.06
H 2.15 -2.37 5.90 0.04
H -1.19 -4.35 4.79 0.06
H -0.46 -3.68 3.21 0.05
H -1.92 -3.11 3.87 0.04
N 6.08 -1.07 -0.88 0.00
C 5.23 -0.12 -1.42 -0.08
C 4.10 -0.81 -1.79 -0.20
C 4.29 -2.19 -1.54 -0.12
C 5.52 -2.29 -0.95 -0.14
H 6.99 -0.89 -0.49 0.14
H 5.53 0.92 -1.41 0.11
H 3.22 -0.34 -2.21 0.05
H 3.63 -2.99 -1.84 0.03
H 6.03 -3.18 -0.62 0.12
N -4.14 4.22 -3.92 0.01
C -2.90 4.62 -4.31 -0.14
C -2.02 4.10 -3.40 -0.11
C -2.75 3.30 -2.48 -0.13
C -4.06 3.35 -2.85 -0.14
H -5.01 4.50 -4.34 0.14
H -2.77 5.27 -5.15 0.11
H -0.96 4.31 -3.40 0.09
H -2.28 2.65 -1.76 0.06
H -4.96 2.89 -2.50 0.10
N -6.29 1.04 1.04 0.01
C -4.96 0.83 1.00 -0.20
C -4.30 1.97 0.61 -0.09
C -5.35 2.97 0.46 -0.09
C -6.53 2.36 0.78 -0.14
H -7.01 0.39 1.28 0.15
H -4.54 -0.12 1.28 0.09
H -3.23 2.00 0.54 0.09
H -5.11 3.98 0.20 0.09
H -7.57 2.67 0.75 0.11
N 0.36 -4.88 -0.37 0.03
C 1.60 -5.30 -0.78 -0.10
C 2.47 -4.34 -0.37 -0.14
C 1.79 -3.30 0.29 -0.08
C 0.46 -3.68 0.29 -0.13
H -0.50 -5.39 -0.49 0.15
H 1.79 -6.26 -1.24 0.12
H 3.55 -4.34 -0.49 0.09
H 2.19 -2.37 0.65 0.04
H -0.41 -3.11 0.59 0.07
N -4.14 -2.37 -2.87 0.03
C -3.21 -2.30 -1.88 -0.17
C -2.13 -3.09 -2.20 -0.14
C -2.48 -3.75 -3.39 -0.11
C -3.69 -3.26 -3.83 -0.10
H -5.00 -1.85 -2.90 0.15
H -3.36 -1.74 -0.97 0.10
H -1.26 -3.19 -1.57 0.06
H -1.95 -4.56 -3.87 0.09
H -4.24 -3.50 -4.72 0.11
N 1.56 2.42 -0.45 0.04
C 0.82 3.40 -1.06 -0.12
C 1.69 4.31 -1.61 -0.11
C 3.01 3.88 -1.31 -0.12
C 2.88 2.75 -0.54 -0.18
H 1.14 1.65 0.07 0.08
H -0.26 3.40 -0.97 0.09
H 1.46 5.26 -2.07 0.09
H 3.97 4.35 -1.40 0.09
H 3.59 2.09 -0.08 0.09